DFT (wB97M-V/def2-TZVPD) results for 18 unconnected molecules or ions with the total composition C24H33BCl51NO6S in a non-equilibrium geometry.

Computed properties:
M, g mol⁻¹: 2282.51
Spin multiplicity: 1
Calculated total energy, eV: -689354.115
LUMO, eV: 0.06

Geometry (Å):
C -2.5928 -3.3220 -0.7769
C -1.5739 -3.6978 0.3196
O -1.5311 -2.7113 1.3528
C -0.1414 -3.9634 -0.1913
O 0.7335 -2.8738 -0.0019
C 0.5187 -1.7867 -0.8678
C 1.5041 -0.7279 -0.4003
C 2.9413 -1.3014 -0.5231
S 3.3128 -2.4724 -1.8534
O 3.8714 -1.7389 -2.9533
O 4.0696 -3.5549 -1.3088
O 1.9173 -3.1110 -2.3209
C 0.8764 -2.1019 -2.3458
B -0.3157 -2.4537 -3.3171
N -1.3397 -1.4733 -3.6005
O -0.3842 -3.7297 -3.8606
H -2.2043 -3.5739 -1.7692
H -2.8067 -2.2520 -0.7224
H -3.5230 -3.8840 -0.6610
H -1.9129 -4.6438 0.7627
H -2.1890 -2.9414 1.9967
H -0.1882 -4.2925 -1.2386
H 0.2932 -4.7896 0.3748
H -0.5094 -1.4125 -0.7714
H 1.3400 -0.4772 0.6483
H 1.3965 0.1626 -1.0239
H 3.6586 -0.4953 -0.6901
H 3.2174 -1.8307 0.3878
H 1.3364 -1.1870 -2.7538
H -1.9713 -1.8040 -4.3258
H -0.9458 -0.6036 -3.9550
H -0.6423 -3.6659 -4.7787
C 1.3226 2.7311 2.3668
Cl 2.8669 1.9434 2.0418
Cl 0.0460 2.0675 1.3447
Cl 0.8917 2.5910 4.0711
H 1.4226 3.7824 2.1292
C -0.4831 -4.9960 6.6151
Cl -1.7549 -5.8421 5.7291
Cl 1.0593 -5.1218 5.7774
Cl -0.9242 -3.3090 6.8859
H -0.3794 -5.4743 7.5813
C 2.8614 -3.8643 -5.8848
Cl 1.9078 -2.3839 -5.7418
Cl 2.3213 -4.7695 -7.3015
Cl 4.5753 -3.4974 -5.9867
H 2.6850 -4.4591 -4.9963
C 2.3700 -1.4288 -9.1977
Cl 0.9401 -2.2182 -9.8725
Cl 3.7190 -1.5344 -10.3210
Cl 2.0194 0.2498 -8.7741
H 2.6401 -1.9508 -8.2889
C -2.9297 2.5562 3.6232
Cl -3.2536 4.2667 3.3413
Cl -3.3794 2.0894 5.2638
Cl -3.7491 1.5454 2.4300
H -1.8650 2.3971 3.5160
C 4.2320 -3.8062 -13.9744
Cl 3.7430 -3.9923 -15.6639
Cl 5.5978 -2.6952 -13.8435
Cl 2.8931 -3.2623 -12.9740
H 4.5528 -4.7750 -13.6147
C -1.6364 6.2061 6.3509
Cl -2.4397 7.0989 5.0620
Cl -2.8131 5.3965 7.3843
Cl -0.5046 5.0395 5.6600
H -1.0763 6.9004 6.9632
C 0.3640 4.5630 10.0464
Cl 0.5368 6.1928 9.3776
Cl -1.2528 4.3306 10.7042
Cl 0.7127 3.3387 8.8266
H 1.0845 4.4563 10.8461
C 0.6370 2.6554 14.1022
Cl 0.8635 4.3100 13.5296
Cl -1.0358 2.3802 14.5805
Cl 1.1324 1.4925 12.8707
H 1.2668 2.5175 14.9712
C -1.6574 -0.8217 11.2241
Cl -1.4619 0.7970 10.5615
Cl -3.3281 -1.0761 11.7255
Cl -1.1644 -2.0501 10.0567
H -1.0200 -0.9103 12.0950
C -0.9858 -1.7849 -14.7348
Cl 0.5847 -2.4564 -15.1523
Cl -1.4522 -2.2288 -13.0928
Cl -0.9745 -0.0272 -14.9252
H -1.7230 -2.1912 -15.4148
C -1.1113 -6.7635 -8.6301
Cl -2.5559 -7.4463 -9.3744
Cl 0.2560 -6.8248 -9.7421
Cl -1.4085 -5.1088 -8.0914
H -0.8659 -7.3603 -7.7614
C -1.5972 10.6797 2.8137
Cl -0.4721 9.9651 3.9676
Cl -0.7364 11.3653 1.4402
Cl -2.7952 9.4954 2.2823
H -2.1225 11.4840 3.3127
C -5.4670 0.2556 8.4151
Cl -6.6238 -1.0002 8.8605
Cl -5.2318 1.3915 9.7427
Cl -3.9309 -0.4537 7.9155
H -5.8726 0.8019 7.5735
C -0.2789 15.4934 2.2695
Cl -1.3098 14.5219 3.3250
Cl 1.0078 16.2597 3.1990
Cl 0.3875 14.5410 0.9449
H -0.8930 16.2741 1.8404
C 1.1462 -8.5477 8.0446
Cl 0.9398 -8.9080 6.3335
Cl 2.3848 -7.3175 8.2932
Cl -0.3867 -8.0533 8.7725
H 1.4697 -9.4526 8.5420
C 2.1290 2.4240 -14.5445
Cl 3.1130 1.6127 -13.3264
Cl 1.5861 3.9960 -13.9509
Cl 3.0207 2.6017 -16.0565
H 1.2509 1.8235 -14.7432